1.
The following is a quantum chemistry calculation of C48H77FGeN5O4PS2Si3Y as an isolated structure in a non-equilibrium geometry, from the OMol25 dataset.

Last column: Löwdin charge in e.
Element x y z (Å)
Y  -0.94614  0.37829  0.90186  1.0981
C  -6.50699  0.16755  -0.20882  -0.4008
S  -6.00982  1.02380  1.30809  0.7943
C  -4.41676  0.32041  1.64238  -1.1648
S  -3.44090  1.16985  2.73729  0.5754
N  -4.15980  -0.81762  1.04614  -0.0975
N  -2.87087  -1.21514  1.17547  -0.1047
C  -2.71464  -2.46710  1.23782  -0.1013
C  -1.37903  -3.02557  1.46934  -0.2966
C  -1.20246  -4.39173  1.60579  -0.0343
C  0.06186  -4.89107  1.87847  -0.0769
C  1.10969  -4.00405  2.00466  -0.0650
C  0.83949  -2.65516  1.84086  -0.1708
N  -0.36857  -2.17243  1.58498  0.0449
H  -7.59640  0.15027  -0.24000  0.0171
H  -6.10722  -0.84341  -0.17350  0.0169
H  -6.11276  0.68804  -1.08063  0.0238
H  -3.58098  -3.12277  1.20108  0.1241
H  -2.06005  -5.04583  1.49805  0.1118
H  0.22292  -5.95524  1.99938  0.1058
H  2.11665  -4.33669  2.22013  0.1120
H  1.63047  -1.92057  1.90831  0.0481
C  2.68841  3.96313  4.03257  -0.2300
Si  1.72805  3.13158  2.62755  0.2706
C  2.92892  2.88920  1.20989  -0.2324
C  0.43143  4.38493  2.08931  -0.2211
Ge  0.73001  1.01011  3.12475  0.5079
Si  2.58858  -0.17314  4.03985  0.2724
C  3.86582  -0.82722  2.79582  -0.2297
C  3.70049  0.76898  5.25545  -0.2360
C  2.00006  -1.67064  5.05395  -0.2390
Si  -0.41453  1.43988  5.18589  0.2477
C  0.62862  1.73666  6.74325  -0.2428
C  -1.48271  2.99039  5.06909  -0.2469
C  -1.49865  -0.03396  5.65045  -0.2514
H  2.99782  4.97267  3.73589  0.0212
H  3.58246  3.39058  4.30458  -0.0005
H  2.06174  4.04818  4.92979  0.0059
H  3.43216  3.82311  0.92853  0.0278
H  2.37144  2.51024  0.34165  -0.0031
H  3.69648  2.14714  1.46683  0.0046
H  0.83935  5.08247  1.34929  0.0326
H  0.05560  4.96161  2.94406  0.0221
H  -0.41950  3.87607  1.62709  -0.0121
H  4.11647  -0.05155  2.06345  0.0009
H  3.52892  -1.70455  2.23040  0.0009
H  4.78603  -1.10359  3.32628  0.0261
H  4.48026  1.32326  4.71950  0.0179
H  4.19023  0.06340  5.93913  0.0235
H  3.13578  1.48823  5.85289  -0.0090
H  1.12949  -2.15570  4.60425  0.0040
H  1.70255  -1.33860  6.05613  0.0094
H  2.79367  -2.42140  5.16343  0.0207
H  1.35088  2.54560  6.58401  0.0011
H  1.18630  0.84041  7.03975  0.0079
H  -0.02420  2.02576  7.57782  0.0217
H  -0.88289  3.88835  5.25088  0.0179
H  -2.29991  2.95651  5.79952  0.0240
H  -1.93409  3.08667  4.07580  -0.0213
H  -0.88092  -0.87405  5.99225  0.0081
H  -2.07424  -0.36286  4.78143  -0.0262
H  -2.21124  0.22148  6.44560  0.0221
F  -1.77681  7.24126  0.41741  0.0755
C  -2.34080  6.49197  -0.54281  -0.1952
C  -2.75836  5.25447  -0.28245  0.0474
N  -3.36899  4.46869  -1.23055  0.0394
C  -3.83892  3.11975  -0.87956  -0.0156
C  -2.73764  2.21091  -0.36216  -0.6790
O  -1.97115  2.65366  0.53307  -0.1827
O  -2.68087  1.04240  -0.81423  -0.0917
C  -3.58012  4.92972  -2.51530  -0.4632
O  -4.16511  4.30907  -3.38181  0.0664
N  -3.09265  6.20544  -2.74266  0.2134
C  -2.48588  7.08481  -1.85415  -0.4265
O  -2.15777  8.20126  -2.19996  0.0663
H  -2.61591  4.79659  0.68814  0.1455
H  -4.27439  2.68437  -1.76788  0.1187
H  -4.59516  3.18901  -0.09591  0.1128
H  -3.21801  6.54613  -3.68238  0.1608
C  0.90243  -6.77324  -2.75011  -0.2115
C  -0.34784  -6.41322  -1.95258  -0.2046
C  -0.68401  -4.92036  -2.13048  -0.2047
C  0.58125  -4.04215  -2.29169  -0.4470
C  1.74601  -4.69442  -1.53859  -0.2037
C  2.12861  -6.04671  -2.16944  -0.1871
P  0.27073  -2.32281  -1.63281  1.1380
C  -0.87516  -1.53423  -2.87031  -0.4367
C  -2.35009  -1.92096  -2.65326  -0.2097
C  -3.26914  -0.87037  -3.30950  -0.1870
C  -2.63768  -0.29166  -4.59108  -0.1925
C  -1.74300  -1.33793  -5.25412  -0.2037
C  -0.51930  -1.63385  -4.36475  -0.1879
C  1.85157  -1.41836  -1.99629  -0.4420
C  2.67731  -1.75712  -3.26213  -0.1850
C  4.16123  -1.98364  -2.95295  -0.2146
C  4.76616  -0.78932  -2.20817  -0.1853
C  3.88012  -0.33539  -1.02011  -0.1721
C  2.73875  -1.31164  -0.74670  -0.2437
H  0.74943  -6.47252  -3.79145  0.1083
H  1.06777  -7.85342  -2.75338  0.0973
H  -0.17240  -6.63534  -0.89299  0.1003
H  -1.19491  -7.02535  -2.27117  0.1012
H  -1.26274  -4.57436  -1.26743  0.0845
H  -1.31850  -4.79927  -3.01114  0.1002
H  0.84750  -3.99997  -3.34943  0.0850
H  1.45470  -4.82955  -0.49175  0.0877
H  2.61438  -4.03780  -1.54129  0.0776
H  2.60558  -6.67709  -1.41190  0.1017
H  2.86742  -5.88418  -2.95883  0.1024
H  -0.79355  -0.48160  -2.56050  0.0809
H  -2.57321  -1.97596  -1.58450  0.0809
H  -2.54221  -2.91219  -3.07823  0.0911
H  -3.43826  -0.06587  -2.59208  0.0777
H  -4.23809  -1.32691  -3.54138  0.1015
H  -2.03216  0.58546  -4.34045  0.1180
H  -3.41642  0.04572  -5.27942  0.1005
H  -1.41011  -1.00202  -6.24010  0.0999
H  -2.32438  -2.25569  -5.41084  0.1030
H  0.26666  -0.90881  -4.58800  0.0990
H  -0.12972  -2.62605  -4.61835  0.0910
H  1.43862  -0.41472  -2.08544  0.0320
H  2.60685  -0.92261  -3.96846  0.1006
H  2.28792  -2.63026  -3.78907  0.0837
H  4.70304  -2.15266  -3.88947  0.1017
H  4.28579  -2.89182  -2.35336  0.0931
H  4.88728  0.03945  -2.91183  0.1045
H  5.76773  -1.05631  -1.85749  0.0952
H  3.42534  0.63678  -1.23414  0.1066
H  4.48749  -0.20893  -0.11960  0.0863
H  2.13098  -0.90949  0.06800  0.0635
H  3.12810  -2.28755  -0.42292  0.0985
C  0.33965  1.23985  -0.88212  -0.1242
C  0.52686  2.18360  -1.89479  -0.3925
C  0.11291  3.56783  -1.73085  -0.0860
C  0.27146  4.52121  -2.71579  -0.1442
C  0.85528  4.23276  -3.95832  -0.1739
C  1.30066  2.92082  -4.15119  -0.1631
C  1.15946  1.94102  -3.18479  -0.0987
H  -0.30766  3.85359  -0.77484  0.0651
H  -0.06311  5.53705  -2.50838  0.0810
H  0.97910  4.99445  -4.71893  0.0605
H  1.77741  2.65206  -5.09243  0.0786
H  1.53981  0.95133  -3.40613  0.0532

As for the multiplicity: 2. The total energy is -181540.701 eV. The HOMO-LUMO gap (alpha / beta) comes out at 3.674 / 3.286 eV. For the molar mass, the calculation gives 1148.1 g/mol. The LUMO energy (alpha / beta) is 3.541 / 3.529 eV. As for the expectation value of S²: 0.758. Its net charge is -2. The highest occupied orbital energy (alpha / beta) comes out at -0.1 / 0.2 eV.


2.
The following is a quantum chemistry calculation of C4HMgO4Rb as an isolated structure in a non-equilibrium geometry, from the OMol25 dataset.

Last column: natural (NBO) charge in e.
Element x y z (Å)
O  0.89224  -5.39371  -0.64361  -0.5827
C  0.60472  -6.14525  -1.43853  0.5846
C  -0.34993  0.39769  0.60242  -0.1481
C  -0.97021  0.53744  -0.57365  -0.1117
H  -1.43574  -0.13376  -1.28595  0.2609
Rb  1.50284  -2.82123  1.67216  0.9893
O  -1.24429  1.94794  -0.73099  -0.3813
C  -0.32968  2.56327  -0.06467  0.9641
O  -0.10700  3.77200  0.06097  -0.7899
O  0.27488  1.72975  0.77442  -0.6661
Mg  1.16217  3.54586  1.62742  1.8808

The total energy is -18435.348 eV. The HOMO-LUMO gap comes out at 4.465 eV. For the molar mass, the calculation gives 222.8 g/mol. The LUMO energy is -10.834 eV. Its net charge is +2. The highest occupied orbital energy comes out at -15.3 eV.


3.
The following is a quantum chemistry calculation of a 2-piece molecular cluster, C4H11O3 overall in a non-equilibrium geometry, from the OMol25 dataset.

Last column: natural (NBO) charge in e.
Element x y z (Å)
C  -0.51464  1.16702  -1.95810  -0.0561
O  -1.57336  2.12652  -2.01070  -0.7354
C  0.23452  1.13581  -0.64359  -0.4550
C  -0.26428  0.08881  0.34571  -0.4225
C  0.67761  -0.23126  1.51543  -0.0070
O  0.24504  -1.23498  2.31388  -0.9187
H  -1.01601  0.20769  -2.08796  0.1770
H  0.18910  1.31427  -2.78440  0.1462
H  -1.27613  2.96407  -2.36995  0.4577
H  0.26756  2.05446  -0.03431  0.2051
H  1.30497  0.97321  -0.76762  0.1959
H  -1.25680  0.31116  0.75830  0.1894
H  -0.45480  -0.88561  -0.13341  0.1768
H  0.87093  0.68433  2.08436  0.0904
H  1.68726  -0.39181  1.06350  0.0745
H  0.04085  -3.95610  1.03340  0.4229
H  0.32396  -2.64380  1.84689  0.5034
O  0.51423  -3.68378  1.82856  -1.0447

The total energy is -10468.571 eV. The HOMO-LUMO gap comes out at 6.321 eV. For the molar mass, the calculation gives 107.1 g/mol. The LUMO energy is 3.174 eV. Its net charge is -1. The highest occupied orbital energy comes out at -3.1 eV.


Q: Which relative energy (zero: lowest compared OMol25 entry of this formula, charge and spin) values were calculated for the entries above? A: 4.704, 0.000, 1.108, in eV.